No. 1
An isolated ion of composition C2H6NO2 and charge +1, computed with wB97M-V/def2-TZVPD.

## Properties
SMILES ... [NH3+]CC(=O)O
HOMO energy ... -0.583 Ha
Lowest unoccupied orbital energy ... -4.24 eV
HOMO-LUMO gap ... 0.427 Eh
Total charge ... +1

Last column: Mulliken charge in e.
CARTESIAN COORDINATES (ANGSTROEM)
N: 0.159 -0.281 -1.245  -0.37
C: 0.257 -0.740 0.230  -0.40
C: -0.262 0.401 1.141  0.47
O: -0.274 0.436 2.290  -0.35
O: -0.764 1.479 0.319  -0.49
H: 1.074 -0.761 -1.634  0.40
H: -0.626 -0.752 -1.632  0.34
H: 0.268 0.820 -1.286  0.41
H: 1.273 -1.020 0.544  0.31
H: -0.358 -1.793 0.431  0.34
H: -0.747 2.211 0.842  0.33

***

No. 2
A 2-piece molecular cluster, C2H6NO2 overall, computed with wB97M-V/def2-TZVPD.

## Properties
HOMO energy ... -0.558 Ha
Lowest unoccupied orbital energy ... -4.96 eV
HOMO-LUMO gap ... 0.375 Eh
Total charge ... +1

Last column: Mulliken charge in e.
CARTESIAN COORDINATES (ANGSTROEM)
C: 0.949 0.110 -1.079  -0.14
N: 2.180 0.412 -1.056  -0.14
H: 0.633 -0.807 -0.585  0.31
H: 0.227 0.802 -1.516  0.30
H: 2.480 1.348 -1.357  0.30
H: 2.853 -0.141 -0.538  0.30
O: -0.257 0.542 1.184  -0.47
C: -1.359 0.036 0.936  0.22
O: -1.540 -1.052 0.125  -0.44
H: -2.224 0.549 1.394  0.40
H: -2.393 -1.433 0.379  0.36

***

No. 3
One molecule with the formula C2H6NO2P, computed with wB97M-V/def2-TZVPD.

## Properties
SMILES ... [H]/N=C(/CO)PO
HOMO energy ... -0.336 Ha
Lowest unoccupied orbital energy ... 0.60 eV
HOMO-LUMO gap ... 0.358 Eh
Total charge ... 0

Last column: Mulliken charge in e.
CARTESIAN COORDINATES (ANGSTROEM)
H: 0.630 0.612 2.667  0.28
N: 0.833 -0.119 1.988  -0.65
C: 0.327 0.046 0.852  0.38
C: 0.552 -0.990 -0.216  -0.32
O: 0.860 -0.315 -1.412  -0.51
P: -0.713 1.507 0.311  0.09
O: -1.766 0.726 -0.689  -0.49
H: 1.364 -1.659 0.095  0.33
H: -0.373 -1.575 -0.316  0.25
H: 0.769 -0.918 -2.155  0.29
H: 0.198 1.844 -0.693  0.03
H: -2.682 0.842 -0.432  0.33

***

No. 4
A 2-piece molecular cluster, C2H6NO3 overall, computed with wB97M-V/def2-TZVPD.

## Properties
HOMO energy ... -0.157 Ha
Lowest unoccupied orbital energy ... 4.24 eV
HOMO-LUMO gap ... 0.312 Eh
Total charge ... -1

Last column: Mulliken charge in e.
CARTESIAN COORDINATES (ANGSTROEM)
O: 1.617 -0.307 1.221  -0.73
C: 0.566 -0.456 0.552  0.54
O: -0.567 -0.044 0.858  -0.79
C: 0.746 -1.300 -0.758  -0.45
N: -0.301 -0.904 -1.783  -0.75
H: 0.741 -2.394 -0.604  0.24
H: 1.692 -1.016 -1.214  0.26
H: -1.160 -0.928 -1.238  0.34
H: -0.033 0.075 -1.848  0.29
H: -0.766 2.700 -0.049  0.27
H: -1.434 1.479 0.560  0.47
O: -1.648 2.364 0.175  -0.70

***

No. 5
C2H6NO3 as an isolated structure, computed with wB97M-V/def2-TZVPD.

## Properties
HOMO energy ... -0.176 Ha
Lowest unoccupied orbital energy ... 4.23 eV
HOMO-LUMO gap ... 0.331 Eh
Total charge ... -1

Last column: Mulliken charge in e.
CARTESIAN COORDINATES (ANGSTROEM)
O: -0.804 1.411 3.302  -0.61
C: -0.451 1.252 2.148  0.12
O: 0.609 0.655 1.744  -0.69
H: -1.125 1.535 1.318  0.23
H: 0.496 0.613 0.445  0.48
N: -0.019 -1.629 -0.986  -0.60
C: 0.514 -0.347 -1.467  -0.13
O: 0.260 0.710 -0.641  -0.62
H: -0.595 -1.509 -0.158  0.23
H: -0.590 -2.097 -1.668  0.19
H: 1.603 -0.499 -1.579  0.19
H: 0.101 -0.098 -2.456  0.19

***

No. 6
A 2-piece molecular cluster, C2H6NO3 overall, computed with wB97M-V/def2-TZVPD.

## Properties
Multiplicity ... 2
HOMO energy (spin up / spin down) ... -0.399 / -0.397 Ha
Lowest unoccupied orbital energy (spin up / spin down) ... 0.57 / -3.83 eV
HOMO-LUMO gap (spin up / spin down) ... 0.420 / 0.256 Eh
Total charge ... 0

Last column: Mulliken spin population.
CARTESIAN COORDINATES (ANGSTROEM)
C: -0.021 1.283 -1.712  0.01
N: 0.820 0.387 -0.863  0.01
C: 0.165 -0.303 0.138  -0.06
O: -1.026 -0.540 0.130  0.22
O: 0.878 -0.544 1.205  0.79
H: -0.771 0.598 -2.075  0.00
H: -0.407 2.162 -1.199  0.00
H: 0.645 1.502 -2.541  0.00
H: 1.646 0.872 -0.530  0.00
H: -1.275 -2.104 2.135  0.00
H: -0.019 -1.346 2.448  0.00
O: -0.635 -1.966 2.864  0.04

***

No. 7
An isolated ion of composition C2H6NO3 and charge +1, computed with wB97M-V/def2-TZVPD.

## Properties
SMILES ... [NH2+]=C(O)C(O)O
HOMO energy ... -0.613 Ha
Lowest unoccupied orbital energy ... -4.30 eV
HOMO-LUMO gap ... 0.455 Eh
Total charge ... +1

Last column: Mulliken charge in e.
CARTESIAN COORDINATES (ANGSTROEM)
N: -0.601 -1.604 0.492  -0.25
C: -0.711 -0.457 0.009  -0.02
O: -1.825 0.214 -0.152  -0.50
C: 0.483 0.351 -0.239  0.52
O: 1.519 -0.046 0.680  -0.49
O: -0.005 1.680 -0.291  -0.52
H: -1.462 -2.284 0.579  0.36
H: 0.434 -1.521 0.765  0.38
H: -1.688 1.229 -0.514  0.48
H: 0.890 -0.009 -1.250  0.30
H: 2.080 0.635 0.724  0.29
H: 0.885 1.811 -0.801  0.46

***

No. 8
A 2-piece molecular cluster, C2H6NO3S overall, computed with wB97M-V/def2-TZVPD.

## Properties
HOMO energy (spin up / spin down) ... -0.109 / -0.109 Ha
Lowest unoccupied orbital energy (spin up / spin down) ... 3.80 / 3.80 eV
HOMO-LUMO gap (spin up / spin down) ... 0.248 / 0.248 Eh
Total charge ... -1

Last column: Mulliken charge in e.
CARTESIAN COORDINATES (ANGSTROEM)
C: 1.866 0.065 -0.140  -1.08
C: 0.381 -0.001 0.166  0.12
N: -0.355 0.144 -1.038  -0.93
O: -2.594 1.378 1.078  -0.50
O: -3.623 -0.267 -0.438  -0.52
O: 0.171 -1.264 0.770  -0.55
S: -2.558 -0.001 0.577  0.66
H: 2.516 -0.062 0.790  0.24
H: 2.273 0.894 -0.654  0.38
H: 2.146 -0.766 -0.893  0.28
H: 0.287 0.710 0.947  0.37
H: -0.840 1.118 -1.235  0.21
H: 0.328 -1.951 0.071  0.32

***

No. 9
One molecule with the formula C2H6NOPS, computed with wB97M-V/def2-TZVPD.

## Properties
HOMO energy (spin up / spin down) ... -0.319 / -0.296 Ha
Lowest unoccupied orbital energy (spin up / spin down) ... -0.67 / -1.58 eV
HOMO-LUMO gap (spin up / spin down) ... 0.294 / 0.238 Eh
Total charge ... 0

Last column: Mulliken charge in e.
CARTESIAN COORDINATES (ANGSTROEM)
C: 0.397 -0.199 -1.628  -0.65
C: 1.292 1.103 0.757  -0.93
N: -2.289 -0.114 0.601  0.03
O: -1.119 0.199 0.830  -0.17
P: -0.015 1.071 -0.535  0.11
S: -2.583 -1.827 0.223  -0.12
H: -0.176 -0.502 -2.465  0.34
H: 1.373 -0.600 -1.466  0.28
H: 1.054 1.772 1.652  0.32
H: 1.343 0.008 1.007  0.29
H: 2.229 1.533 0.217  0.32
H: -1.506 -2.445 0.807  0.17

***

No. 10
A 2-piece molecular cluster, C2H6NOS overall, computed with wB97M-V/def2-TZVPD.

## Properties
Multiplicity ... 2
HOMO energy (spin up / spin down) ... -0.356 / -0.343 Ha
Lowest unoccupied orbital energy (spin up / spin down) ... 0.69 / -2.39 eV
HOMO-LUMO gap (spin up / spin down) ... 0.382 / 0.255 Eh
Total charge ... 0

Last column: Mulliken spin population.
CARTESIAN COORDINATES (ANGSTROEM)
C: 0.741 -2.353 0.204  -0.06
S: -0.694 -1.889 -0.756  0.97
H: 1.054 -1.482 0.779  0.01
H: 0.430 -3.056 0.986  0.06
H: 1.526 -2.826 -0.378  0.02
C: -0.606 2.341 0.384  0.00
N: -0.674 1.476 -0.699  0.00
O: -0.346 3.511 0.301  0.00
H: -0.927 1.834 1.301  0.00
H: -0.219 0.574 -0.571  0.00
H: -0.286 1.870 -1.551  0.00

***

No. 11
A 2-piece molecular cluster, C2H6NOS overall, computed with wB97M-V/def2-TZVPD.

## Properties
HOMO energy (spin up / spin down) ... -0.511 / -0.511 Ha
Lowest unoccupied orbital energy (spin up / spin down) ... -5.45 / -5.45 eV
HOMO-LUMO gap (spin up / spin down) ... 0.311 / 0.311 Eh
Total charge ... +1

Last column: Mulliken charge in e.
CARTESIAN COORDINATES (ANGSTROEM)
C: -0.287 -0.109 0.910  -0.32
C: 0.614 -0.434 -0.215  -0.27
N: 0.156 0.288 -1.458  -0.41
O: -1.500 -0.524 3.110  -0.40
S: -0.670 -1.176 2.120  0.45
H: -0.656 1.746 1.491  0.25
H: 0.626 -1.517 -0.306  0.35
H: 1.614 0.038 -0.210  0.25
H: 0.613 -0.006 -2.380  0.37
H: 0.326 1.266 -1.316  0.36
H: -0.837 0.427 -1.747  0.38

***

No. 12
A 2-piece molecular cluster, C2H6NOS overall, computed with wB97M-V/def2-TZVPD.

## Properties
HOMO energy ... -0.549 Ha
Lowest unoccupied orbital energy ... -5.00 eV
HOMO-LUMO gap ... 0.365 Eh
Total charge ... +1

Last column: Mulliken charge in e.
CARTESIAN COORDINATES (ANGSTROEM)
C: -0.844 -0.539 -0.092  0.07
C: 1.451 0.098 -0.080  -0.68
N: 0.087 0.165 0.369  0.28
O: -0.382 1.296 1.145  -0.39
S: -2.511 -0.368 0.040  -0.07
H: -0.312 -1.511 -1.185  0.24
H: 1.648 1.090 -0.554  0.33
H: 1.381 -0.646 -0.830  0.29
H: 2.031 -0.159 0.797  0.31
H: 0.411 1.825 1.372  0.36
H: -2.960 -1.251 -0.981  0.25

***

Values of energy above the lowest of the compared OMol25 structures with the same formula, charge and spin, in order: 1.468; 1.178; 1.500; 0.434; 1.026; 0.085; 2.510; 2.772; 4.474; 0.227; 4.408; 2.938, all in eV.